[1]
{
  "formula": "C10H21NOSe",
  "method": "ωB97M-V with the def2-TZVPD basis set",
  "elements": ["C", "C", "C", "C", "C", "C", "C", "C", "C", "C", "N", "O", "Se", "H", "H", "H", "H", "H", "H", "H", "H", "H", "H", "H", "H", "H", "H", "H", "H", "H", "H", "H", "H", "H"],
  "xyz": [[-1.1398, 1.3757, 0.4587], [-1.4865, -1.2160, 0.0471], [-2.2970, -0.0592, -0.4397], [0.3168, 1.3191, -0.1202], [0.0082, -1.2625, -0.3912], [0.5497, 1.6857, -1.6273], [1.0950, 2.3229, 0.7234], [0.1437, -1.3150, -1.9744], [0.5650, -2.6043, 0.1368], [2.0449, -0.2149, 2.2765], [0.8026, -0.0845, 0.1090], [0.8021, -0.1939, 1.5928], [-3.9868, 0.1394, 0.2394], [-1.6418, 2.3305, 0.2075], [-1.1836, 1.1035, 1.5529], [-1.3685, -1.1777, 1.1403], [-2.0896, -2.1307, -0.3160], [-2.4032, 0.4459, -1.4461], [0.4176, 2.7683, -1.6835], [-0.1395, 1.3608, -2.3443], [1.5348, 1.4289, -1.8969], [0.8253, 2.4358, 1.8085], [1.0379, 3.3985, 0.2859], [2.1860, 2.1291, 0.8444], [-0.0993, -2.2278, -2.4687], [1.2219, -1.1423, -2.0500], [-0.3543, -0.4260, -2.3803], [0.8336, -2.5885, 1.2211], [1.6103, -2.6774, -0.2782], [-0.1233, -3.3579, -0.2440], [2.5107, 0.7586, 2.4118], [2.7235, -0.9523, 1.9058], [1.7506, -0.5403, 3.3139], [-4.6668, -0.8314, -0.6151]],
  "atomic_forces_ev_per_a": [[-2.09, -1.34, -1.83], [-0.19, -1.22, -1.24], [3.79, 4.61, 0.55], [-1.54, -1.16, 0.11], [-1.27, -0.42, -1.02], [-0.95, 1.67, 2.20], [1.50, 2.21, 0.91], [1.10, 2.06, 2.05], [2.25, 1.55, 0.03], [-1.09, -0.28, 1.25], [1.34, -0.23, 1.41], [-0.55, -0.14, -0.73], [-2.09, 0.47, 1.64], [0.22, -0.49, 0.37], [0.09, 0.40, -1.37], [-0.94, -0.21, -0.20], [1.37, 0.69, 0.86], [1.15, -1.63, 0.65], [0.37, 0.11, 0.02], [-1.01, -0.99, -0.72], [1.18, -0.31, -0.35], [-0.47, -0.40, -1.09], [-0.12, -1.90, 0.58], [-0.59, -0.16, -0.80], [-0.53, -0.67, 0.04], [-0.02, -0.09, -0.68], [-0.02, -0.88, -0.24], [-1.23, -0.26, -0.62], [-1.04, -0.44, -0.18], [0.43, -0.34, 0.49], [0.10, 0.11, -0.42], [0.57, -0.36, -0.56], [0.23, 0.21, -0.91], [0.02, -0.18, -0.20]],
  "orbital_gap_ev": 9.215,
  "relative_energy_kcal_mol": 0.0,
  "homo_ev": -8.4433,
  "e_tot_ha": -2924.85721
}

---

[2]
{
  "formula": "C10H22BINO2Tl",
  "method": "ωB97M-V with the def2-TZVPD basis set",
  "elements": ["C", "C", "C", "O", "C", "B", "C", "C", "C", "C", "N", "C", "C", "O", "I", "H", "H", "H", "H", "H", "H", "H", "H", "H", "H", "H", "H", "H", "H", "H", "H", "H", "H", "H", "H", "H", "H", "Tl"],
  "xyz": [[-1.9204, 1.9211, 2.2842], [-2.5437, 2.5197, 1.0328], [-2.9418, 1.4970, -0.0157], [-2.3115, 0.1615, 0.1758], [-1.2078, -0.0702, -0.4267], [-0.2098, -1.3760, 0.5846], [1.2492, -1.6570, 0.0750], [2.3562, -0.6576, 0.4152], [2.5100, 0.6023, -0.4460], [2.2770, 0.4836, -1.9454], [2.1139, 1.7634, -2.6415], [-1.2928, -2.5391, 0.5532], [-0.6678, -3.7493, 1.2926], [-0.7712, -3.9258, 2.4428], [0.3536, -5.1439, 0.0008], [-2.6055, 1.2565, 2.7964], [-1.0116, 1.3745, 2.0506], [-1.6363, 2.7131, 2.9627], [-3.3876, 3.1551, 1.2696], [-1.7943, 3.1661, 0.5828], [-2.7258, 1.8268, -1.0232], [-3.9992, 1.2735, 0.0169], [-1.3121, -0.6606, -1.3348], [-0.5337, 0.7852, -0.4631], [-0.1628, -0.7956, 1.6586], [1.2666, -1.9221, -0.9849], [1.5004, -2.6026, 0.5826], [2.1603, -0.3316, 1.4308], [3.3099, -1.1747, 0.4010], [3.5310, 0.9523, -0.3241], [1.8627, 1.3936, -0.0716], [3.1723, 0.0673, -2.4352], [1.4034, -0.1058, -2.2088], [2.8127, 2.4268, -2.3180], [1.2294, 2.1938, -2.4168], [-2.1633, -2.2476, 1.1327], [-1.6772, -2.8404, -0.4143], [3.7675, 0.2668, -4.2716]],
  "atomic_forces_ev_per_a": [[-0.25, 0.01, 0.03], [0.99, -0.02, -0.27], [-0.55, 1.04, 0.78], [-0.51, -0.74, -0.78], [-1.71, 2.05, -0.86], [2.28, -2.53, 2.54], [-0.41, 1.23, -1.37], [-0.11, -0.18, -0.11], [-0.11, -0.25, -0.09], [-0.39, 0.87, 0.45], [0.50, 0.03, 0.01], [-0.92, 1.11, -0.61], [0.17, -0.19, -0.02], [0.00, 0.06, -0.04], [-0.06, -0.05, 0.04], [-0.09, -0.16, 0.17], [0.14, -0.17, -0.04], [-0.02, 0.17, 0.20], [-0.29, -0.03, 0.01], [0.04, 0.29, -0.04], [0.24, -0.12, -0.22], [-0.13, -0.41, 0.17], [0.55, -1.01, 0.33], [0.56, -0.14, 0.17], [-0.44, 0.67, -0.57], [0.19, -0.34, -0.10], [-0.20, -0.16, 0.17], [0.34, 0.08, 0.29], [0.16, -0.17, 0.17], [0.10, 0.30, 0.23], [-0.17, 0.15, 0.01], [-0.54, -0.92, 1.74], [0.07, -0.42, -0.05], [0.02, 0.09, 0.06], [-0.26, 0.04, -0.27], [-0.10, -0.02, 0.26], [0.26, -0.49, -0.21], [0.67, 0.33, -2.21]],
  "orbital_gap_ev": 4.600,
  "homo_ev": -15.2460,
  "charge": 2,
  "e_tot_ha": -1093.70771
}

---

[3]
{
  "formula": "C10H22Cl16N2O4",
  "method": "ωB97M-V with the def2-TZVPD basis set",
  "elements": ["C", "N", "O", "O", "H", "H", "H", "C", "N", "O", "O", "H", "H", "H", "C", "Cl", "Cl", "H", "H", "C", "Cl", "Cl", "H", "H", "C", "Cl", "Cl", "H", "H", "C", "Cl", "Cl", "H", "H", "C", "Cl", "Cl", "H", "H", "C", "Cl", "Cl", "H", "H", "C", "Cl", "Cl", "H", "H", "C", "Cl", "Cl", "H", "H"],
  "xyz": [[-0.9987, -1.3128, 2.5797], [-0.6085, -0.4122, 3.6582], [0.5126, 0.0805, 3.6983], [-1.4001, -0.3637, 4.5822], [-1.6561, -0.7347, 1.9303], [-1.3279, -2.2895, 2.9342], [-0.0861, -1.5785, 2.0461], [-3.3587, 0.2946, 1.6022], [-3.2577, 0.9960, 2.9040], [-2.1564, 1.1812, 3.3629], [-4.3214, 1.3377, 3.4617], [-4.0055, 0.9178, 0.9846], [-3.7675, -0.7093, 1.7170], [-2.3699, 0.2999, 1.1436], [-0.1160, 0.0676, -0.3046], [-0.5919, 1.2417, -1.6121], [-0.7729, 0.6197, 1.3027], [-0.3733, -0.9603, -0.5602], [0.9656, 0.1444, -0.1935], [0.9474, 2.9103, -2.4961], [1.4220, 4.6080, -2.4052], [-0.4707, 2.8069, -3.4444], [1.7890, 2.3737, -2.9342], [0.7314, 2.5384, -1.4945], [2.8266, -0.9794, 2.0081], [1.8156, 0.1712, 1.1095], [2.9494, -0.6665, 3.7456], [2.4997, -2.0095, 1.8665], [3.8574, -0.9627, 1.6541], [-1.3544, -3.1039, -2.4866], [-2.8887, -2.9328, -3.2796], [-1.3927, -2.0483, -1.0261], [-1.2506, -4.1429, -2.1737], [-0.5007, -2.8598, -3.1189], [3.0670, 0.4945, -1.2461], [1.9291, -0.8311, -1.4230], [4.7523, 0.0817, -1.9194], [2.6920, 1.4204, -1.6823], [3.2254, 0.7291, -0.1935], [-0.0403, -3.1043, 0.8733], [0.3630, -4.6642, 0.1572], [1.1219, -1.8179, 0.5264], [-1.0258, -2.7353, 0.5893], [-0.0527, -3.2375, 1.9551], [1.6175, 3.3770, 0.2269], [1.6255, 1.7002, -0.3537], [3.1532, 3.7981, 0.9952], [1.4746, 4.0305, -0.6337], [0.8126, 3.5405, 0.9435], [-1.2299, 0.6696, -3.8092], [-0.5557, 0.9561, -5.4056], [-1.2516, -1.0620, -3.4959], [-0.6772, 1.2132, -3.0431], [-2.2910, 0.9185, -3.8229]],
  "atomic_forces_ev_per_a": [[0.20, -2.42, 0.66], [0.70, -1.69, 3.15], [-1.59, 0.21, -0.41], [0.77, -0.93, 0.70], [-0.44, -3.05, 1.56], [-0.69, 0.52, 0.98], [-0.85, 1.30, 0.86], [-2.25, 0.16, -0.57], [-2.43, 0.37, 0.92], [-1.13, 2.05, -0.90], [1.84, -0.59, -0.96], [-0.26, -0.21, 0.14], [-0.27, 0.29, 0.31], [-2.58, -0.13, -0.15], [-3.56, 2.33, 0.17], [-2.49, -3.71, 10.13], [4.78, 5.97, -5.02], [0.50, 3.10, 0.43], [-4.05, -0.78, -1.37], [0.71, 2.55, -1.45], [0.63, 1.30, -1.45], [0.76, 7.88, -1.61], [-0.29, -0.10, -0.34], [-0.24, 1.96, -2.10], [1.99, -0.65, 2.10], [8.62, 0.09, 11.75], [0.87, -0.11, 0.07], [0.50, 0.63, 0.94], [-0.11, 0.54, -0.37], [-0.49, -2.68, 1.33], [-1.85, -2.51, -0.19], [-4.01, -3.36, -3.96], [-0.16, 0.19, 0.29], [-0.18, -0.36, 0.44], [5.34, -1.61, -3.37], [4.23, 0.59, -5.83], [-0.82, -0.06, 0.14], [2.22, -1.53, -2.12], [1.53, -1.33, -0.72], [0.76, -1.59, 2.22], [-0.22, 0.08, -0.32], [-4.11, -10.25, 0.11], [0.88, -1.25, 1.13], [0.55, -0.75, -0.36], [-0.06, 0.64, 1.32], [-2.64, 11.64, 3.26], [-0.03, -0.04, -0.04], [0.21, -0.39, 1.03], [0.10, -0.41, 0.10], [-1.98, -3.44, -3.49], [0.06, -0.73, -1.41], [1.97, 5.32, -2.87], [-1.01, -3.57, -4.92], [0.08, 0.52, 0.05]],
  "orbital_gap_ev": 8.862,
  "relative_energy_kcal_mol": 843.9,
  "homo_ev": -9.0623,
  "e_tot_ha": -8166.19397
}

---

[4]
{
  "formula": "C10H22Cl2GaO3P",
  "method": "ωB97M-V with the def2-TZVPD basis set",
  "elements": ["C", "C", "H", "H", "H", "O", "Cl", "Ga", "P", "C", "C", "H", "H", "H", "C", "H", "H", "H", "H", "H", "H", "C", "O", "Cl", "C", "C", "O", "C", "C", "H", "H", "H", "H", "H", "H", "H", "H", "H", "H"],
  "xyz": [[-5.1187, 1.7613, 0.1543], [-3.7786, 1.3815, -0.0201], [-5.2791, 2.8518, -0.0922], [-5.4136, 1.5331, 1.1753], [-5.7158, 1.1256, -0.5221], [-2.7057, 1.8261, -0.2717], [-3.9344, -1.1803, 0.3338], [-1.8068, -0.6855, -0.0035], [-0.9093, -0.6168, -2.1954], [0.2890, 0.6028, -2.8081], [-0.1991, -2.2291, -2.6244], [-3.2589, -0.8681, -2.6821], [-2.2325, -0.9586, -4.1498], [-2.5983, 0.6323, -3.3978], [-2.4036, -0.4280, -3.2066], [-0.6128, -2.9937, -1.9590], [-0.4452, -2.4638, -3.6655], [0.2209, 0.6618, -3.9021], [1.3066, 0.2937, -2.5311], [0.8868, -2.2075, -2.4989], [0.0932, 1.5882, -2.3750], [-0.6451, 1.0758, 0.2887], [-0.1112, 2.0853, 0.4123], [-1.0111, -2.5935, 0.7987], [1.5504, -2.2689, 2.9218], [1.3338, -0.8540, 2.3861], [1.4127, -0.7055, 0.9488], [2.5691, -1.3047, 0.3655], [3.8539, -0.5992, 0.7295], [0.9855, -3.0020, 2.3604], [1.2288, -2.2890, 3.9565], [2.6273, -2.5062, 2.8879], [0.2933, -0.5113, 2.6372], [2.0542, -0.1641, 2.8326], [2.6131, -2.3568, 0.6556], [2.3658, -1.2389, -0.7107], [4.1068, -0.7439, 1.7850], [4.6595, -1.0279, 0.1339], [3.8088, 0.4673, 0.5222]],
  "atomic_forces_ev_per_a": [[-2.00, 0.09, -0.38], [4.67, 3.43, -1.33], [0.55, -0.96, 0.22], [-0.22, -0.09, 0.28], [-0.10, 0.16, 0.27], [-5.21, -2.59, 0.77], [0.23, 1.95, -0.27], [2.19, -2.97, 0.12], [-0.19, -0.56, -1.27], [0.15, 0.24, 0.53], [-0.15, -0.22, 0.31], [0.08, -0.02, -0.27], [-0.25, 0.24, 0.06], [0.00, -0.15, -0.06], [0.01, -0.05, -0.10], [0.11, 0.03, -0.22], [0.07, 0.08, 0.16], [-0.10, -0.08, 0.24], [-0.30, 0.09, -0.01], [-0.16, 0.02, 0.05], [0.08, -0.01, -0.24], [2.83, 3.59, 2.27], [-1.64, -3.70, -0.73], [-0.63, 1.11, -0.34], [0.71, 0.59, -0.33], [-0.81, 0.22, -0.06], [-0.42, 0.09, 0.36], [-0.20, 0.19, -0.18], [0.16, -0.18, 0.07], [0.04, -0.14, 0.02], [0.01, -0.06, 0.19], [-0.48, -0.13, 0.11], [0.86, -0.19, -0.09], [-0.16, 0.02, 0.14], [-0.01, -0.02, -0.20], [0.25, -0.14, 0.07], [-0.01, 0.04, -0.17], [0.10, 0.02, 0.06], [-0.06, 0.08, -0.02]],
  "orbital_gap_ev": 5.224,
  "relative_energy_kcal_mol": 0.0,
  "homo_ev": -15.1460,
  "charge": 2,
  "e_tot_ha": -3805.84250
}

---

[5]
{
  "formula": "C10H22INO4S",
  "method": "ωB97M-V with the def2-TZVPD basis set",
  "elements": ["C", "C", "C", "I", "O", "S", "O", "O", "C", "C", "C", "C", "N", "H", "H", "H", "H", "H", "H", "H", "H", "H", "H", "H", "H", "H", "H", "H", "H", "C", "C", "O", "C", "H", "H", "H", "H", "H", "H"],
  "xyz": [[-2.4253, -0.6785, 1.7848], [-1.8966, -0.6157, 0.3580], [-2.3433, 0.6238, -0.3869], [-1.5160, 2.4029, 0.5050], [-1.9247, 0.6854, -1.7392], [-2.3321, -0.5831, -2.7205], [-3.7130, -0.3910, -3.0836], [-1.4812, -0.0254, -3.9544], [-0.0910, -0.4279, -4.0136], [0.8246, 0.4241, -3.1518], [2.3005, 0.1445, -3.4401], [2.8249, -1.1712, -2.8568], [2.6710, -2.2966, -3.7923], [-2.3008, -1.6868, 2.1797], [-3.4938, -0.4487, 1.8091], [-1.8925, 0.0051, 2.4434], [-0.8046, -0.6722, 0.3447], [-2.2725, -1.4843, -0.1941], [-3.4220, 0.7690, -0.3176], [-0.0199, -1.4920, -3.7659], [0.1766, -0.3223, -5.0646], [0.5870, 1.4745, -3.3337], [0.6248, 0.2479, -2.0935], [2.4750, 0.1180, -4.5195], [2.8844, 0.9702, -3.0263], [3.8903, -1.0664, -2.6471], [2.3254, -1.3634, -1.8973], [3.3728, -3.0020, -3.6033], [1.7790, -2.7592, -3.6581], [0.3464, 0.4917, 6.4087], [0.3336, 0.8453, 4.9412], [-0.0190, 0.0521, 4.1000], [0.7842, 2.2397, 4.5779], [0.0044, -0.5308, 6.5463], [1.3556, 0.6005, 6.8103], [-0.3002, 1.1748, 6.9626], [1.8096, 2.3988, 4.9164], [0.1505, 2.9780, 5.0723], [0.7279, 2.3711, 3.5001]],
  "atomic_forces_ev_per_a": [[-0.05, -0.06, -0.01], [0.05, -0.06, 0.02], [-0.08, 0.14, 0.09], [-0.02, 0.00, 0.00], [0.16, -0.13, 0.04], [-0.10, 0.05, -0.08], [0.06, -0.04, 0.07], [0.05, 0.07, 0.01], [0.10, -0.07, -0.06], [-0.06, -0.04, -0.05], [-0.02, -0.01, 0.09], [-0.07, -0.04, -0.09], [-0.04, -0.09, 0.14], [0.04, 0.03, 0.04], [0.03, 0.03, 0.02], [-0.05, 0.00, -0.03], [-0.04, -0.01, -0.03], [0.00, 0.04, -0.03], [0.01, -0.03, -0.06], [-0.04, 0.05, 0.05], [-0.06, 0.00, 0.02], [0.01, -0.03, -0.07], [-0.04, 0.01, 0.04], [0.07, 0.11, 0.03], [-0.01, -0.02, -0.03], [-0.02, 0.00, -0.02], [0.11, 0.05, 0.03], [-0.01, 0.02, -0.04], [0.02, 0.04, -0.07], [-0.02, -0.05, -0.03], [0.01, 0.03, 0.02], [0.01, -0.01, 0.01], [-0.03, -0.08, -0.10], [0.00, 0.00, 0.00], [0.00, 0.02, 0.01], [0.02, 0.02, 0.01], [-0.01, 0.03, 0.04], [0.03, 0.01, 0.03], [0.00, 0.01, 0.00]],
  "orbital_gap_ev": 9.867,
  "relative_energy_kcal_mol": 0.0,
  "homo_ev": -9.4459,
  "e_tot_ha": -1445.78641
}

---

[6]
{
  "formula": "C10H22IrO2PS5",
  "method": "ωB97M-V with the def2-TZVPD basis set",
  "elements": ["Ir", "C", "C", "S", "C", "C", "S", "C", "C", "S", "H", "H", "H", "H", "H", "H", "H", "H", "H", "H", "H", "H", "C", "C", "O", "P", "S", "S", "O", "C", "C", "H", "H", "H", "H", "H", "H", "H", "H", "H", "H"],
  "xyz": [[0.6589, 0.0047, -0.5737], [2.4775, -0.1384, -3.3262], [3.2494, -0.8767, -2.2500], [2.2353, -1.6668, -0.9731], [1.3251, -2.9713, -1.8554], [0.1113, -2.5175, -2.6544], [-0.9070, -1.3297, -1.7071], [-1.3975, -0.1525, -2.9944], [-0.2404, 0.5098, -3.7261], [1.1672, 0.9516, -2.6322], [2.0089, -0.8341, -4.0173], [3.1541, 0.4931, -3.9008], [3.8721, -0.1908, -1.6744], [3.9055, -1.6244, -2.6987], [1.0193, -3.6494, -1.0572], [2.0305, -3.5127, -2.4868], [-0.5164, -3.3779, -2.8834], [0.4031, -2.0570, -3.5940], [-1.9680, 0.5848, -2.4293], [-2.0731, -0.6308, -3.7051], [-0.5832, 1.4298, -4.1972], [0.1556, -0.1227, -4.5183], [1.5061, 0.7211, 4.4799], [0.4272, 1.7577, 4.2846], [-0.6535, 1.2936, 3.4245], [-0.5582, 1.0613, 1.8677], [0.5353, 2.1643, 0.6143], [0.0996, -0.8232, 1.5758], [-2.0654, 1.2514, 1.4298], [-3.1655, 0.6604, 2.1754], [-3.7804, 1.6618, 3.1239], [2.2159, 1.0948, 5.2188], [2.0472, 0.5206, 3.5561], [1.0859, -0.2136, 4.8500], [0.8213, 2.6817, 3.8602], [-0.0721, 1.9955, 5.2205], [-2.8102, -0.2346, 2.6891], [-3.8802, 0.3547, 1.4136], [-3.1434, 1.8436, 3.9867], [-4.7407, 1.2821, 3.4743], [-3.9574, 2.6059, 2.6094]],
  "atomic_forces_ev_per_a": [[0.07, 0.56, 0.34], [0.03, -0.01, 0.00], [0.03, 0.00, -0.08], [0.10, -0.03, 0.00], [-0.02, -0.03, 0.01], [0.00, -0.01, 0.01], [-0.08, -0.01, -0.04], [-0.01, 0.04, -0.01], [0.01, -0.02, -0.05], [0.05, 0.06, 0.06], [0.02, -0.01, -0.01], [-0.01, 0.02, 0.02], [0.02, -0.01, -0.02], [-0.02, -0.01, 0.00], [0.01, 0.00, 0.00], [-0.02, 0.00, -0.02], [0.01, 0.00, 0.00], [-0.02, 0.01, -0.01], [-0.03, 0.00, -0.04], [0.03, -0.04, 0.01], [0.00, 0.02, 0.04], [-0.04, 0.01, -0.02], [0.00, 0.00, 0.01], [0.05, 0.03, 0.01], [0.27, 0.60, -0.18], [-0.64, -0.89, 0.17], [0.13, -0.21, -0.15], [-0.09, -0.07, -0.03], [0.16, 0.08, 0.02], [-0.07, -0.08, 0.01], [-0.01, 0.02, -0.01], [0.00, 0.00, 0.00], [0.00, 0.00, 0.00], [0.00, 0.00, 0.00], [0.01, -0.01, -0.01], [0.00, 0.00, 0.00], [-0.01, 0.00, 0.01], [0.03, 0.00, -0.02], [0.02, 0.02, -0.02], [0.02, -0.02, 0.03], [-0.02, -0.01, 0.00]],
  "orbital_gap_ev": [7.580, 7.858],
  "homo_ev": [-10.1921, -11.2656],
  "charge": 1,
  "multiplicity": 2,
  "e_tot_ha": -2981.26144
}

---

> Number 2 is which compound?

C10H22BINO2Tl